# 1
{
  "formula": "C21H21BF4N5O2S2V",
  "method": "the ωB97M-V functional and the def2-TZVPD basis",
  "lumo_energy_ev": -8.425,
  "charge": 2,
  "gap_ev": 6.593,
  "e_tot_ev": -92557.0781,
  "symbols": ["V", "C", "C", "C", "C", "C", "C", "C", "S", "O", "O", "N", "C", "C", "C", "C", "C", "N", "H", "H", "H", "H", "H", "H", "H", "H", "H", "H", "H", "N", "C", "C", "C", "C", "C", "C", "C", "H", "H", "H", "H", "C", "N", "C", "N", "S", "H", "H", "H", "H", "H", "H", "F", "B", "F", "F", "F"],
  "positions_angstrom": [[-0.495530, -0.471109, -1.161364], [5.509883, 0.868155, 4.299676], [4.647702, 0.599819, 3.100504], [3.553665, -0.270029, 3.203729], [2.761168, -0.551055, 2.113205], [3.079381, 0.058196, 0.894513], [4.168363, 0.917246, 0.750662], [4.939851, 1.181385, 1.866159], [2.119217, -0.241525, -0.470916], [2.807137, 0.089745, -1.672721], [1.382004, -1.507425, -0.344406], [0.712203, 0.750429, -0.375216], [0.483518, 1.786251, -1.333912], [1.244430, 2.858709, -1.707147], [0.711824, 3.635267, -2.730884], [-0.509041, 3.305407, -3.321949], [-1.193972, 2.192161, -2.894677], [-0.685952, 1.454888, -1.891280], [4.900880, 1.114765, 5.169466], [6.208582, 1.682194, 4.120212], [6.087676, -0.024100, 4.550632], [3.348303, -0.749874, 4.152936], [1.943097, -1.256168, 2.181269], [4.417463, 1.338960, -0.214128], [5.797852, 1.835166, 1.775135], [2.198071, 3.069749, -1.245087], [1.255881, 4.504222, -3.078984], [-0.924770, 3.911722, -4.113776], [-2.140949, 1.880507, -3.311829], [-7.502455, -0.709268, -3.376090], [-6.405936, -0.629219, -3.045145], [-5.030135, -0.522284, -2.619629], [-4.731778, 0.107515, -1.407929], [-3.420377, 0.221086, -0.994283], [-2.420249, -0.323243, -1.796690], [-2.689161, -0.909936, -3.027898], [-4.017220, -1.024256, -3.423151], [-5.531950, 0.499155, -0.794477], [-3.201601, 0.714809, -0.058462], [-1.911080, -1.285008, -3.674828], [-4.257421, -1.500453, -4.364743], [-2.073262, -2.443291, 3.543233], [-1.446343, -1.117018, 3.401336], [-1.059835, -0.545603, 2.275683], [-0.534249, 0.673954, 2.311177], [-1.358069, -1.442195, 0.814606], [-1.889293, -2.786450, 4.556338], [-1.626208, -3.145931, 2.847130], [-3.145259, -2.381604, 3.367846], [-1.381944, -0.560066, 4.242117], [-0.372916, 1.142557, 3.190066], [-0.068485, 1.037435, 1.489635], [0.078563, -1.104403, -2.614059], [-0.564671, -3.993783, -2.303041], [-0.832181, -3.904950, -3.582663], [-1.235690, -3.192171, -1.451897], [0.301266, -4.839032, -1.814021]],
  "atomic_forces_ev_per_a": [[-1.0600, -0.1368, 0.0960], [-0.0371, -0.0268, -0.0626], [0.0689, 0.0251, 0.0989], [0.0206, -0.0235, 0.0621], [0.1420, 0.0978, -0.0667], [0.1102, -0.0419, 0.4159], [0.0185, -0.0578, 0.1489], [0.0420, 0.0265, -0.0179], [-0.1719, 0.0678, -0.4315], [-0.0565, -0.0064, 0.0880], [0.0610, 0.3331, -0.1689], [0.4699, 0.4429, -0.5609], [0.1121, -0.5003, 0.5161], [0.0303, 0.2291, -0.1305], [0.0051, 0.0351, -0.0369], [0.0706, 0.1203, -0.0018], [-0.1289, -0.1511, 0.2462], [0.3246, -0.0887, -0.0204], [0.0003, -0.0062, -0.0020], [-0.0157, -0.0083, -0.0092], [-0.0132, 0.0068, -0.0090], [0.0040, 0.0168, -0.0056], [-0.0015, 0.0002, -0.0278], [-0.0214, -0.0157, 0.0176], [-0.0172, -0.0073, 0.0115], [-0.0231, 0.0119, -0.0168], [-0.0195, -0.0102, 0.0041], [0.0264, 0.0005, -0.0007], [0.0054, -0.0251, -0.0190], [0.0672, 0.0069, 0.0160], [0.1582, -0.0034, 0.0742], [-0.2706, 0.0317, -0.0308], [-0.0898, 0.0115, 0.0114], [0.0461, 0.0445, -0.1782], [0.0211, -0.1535, 0.1509], [-0.0532, 0.0187, 0.1167], [0.0467, -0.0495, -0.1083], [-0.0032, 0.0100, -0.0161], [0.0362, -0.0083, 0.0398], [0.0090, -0.0363, -0.0114], [0.0005, 0.0159, 0.0089], [0.0412, 0.2256, -0.0080], [-0.0830, -0.1679, -0.0115], [-0.0776, -0.0992, 0.0322], [0.1061, 0.1091, -0.1365], [-0.1812, -0.0142, 0.1086], [-0.0123, -0.0015, 0.0208], [0.0460, -0.0061, -0.0031], [-0.0196, 0.0006, -0.0183], [0.0294, -0.0449, 0.0336], [0.0085, -0.0244, 0.0087], [-0.0869, -0.0319, 0.0481], [0.2329, -0.1282, -0.2456], [-0.1441, -0.2649, 0.0345], [0.0586, 0.0919, 0.1557], [0.2071, 0.0075, -0.1464], [-0.0395, 0.1522, -0.0630]]
}

# 2
{
  "formula": "C3H4N2OS",
  "method": "the ωB97M-V functional and the def2-TZVPD basis",
  "lumo_energy_ev": 0.696,
  "smiles": "Cn1ncsc1=O",
  "charge": 0,
  "gap_ev": 9.378,
  "e_tot_ev": -19036.4029,
  "symbols": ["C", "N", "N", "C", "S", "C", "O", "H", "H", "H", "H"],
  "positions_angstrom": [[-1.612272, 0.080710, -0.220713], [-0.308368, -0.162783, 0.153984], [0.352326, -1.193477, -0.099999], [1.595344, -1.196514, -0.046584], [2.260416, 0.417941, 0.443902], [0.786791, 1.159792, 0.443857], [0.338529, 2.250452, 0.566338], [-1.621927, -0.143569, -1.368859], [-2.436950, -0.412141, 0.367287], [-1.609613, 1.297680, -0.169060], [2.255723, -2.098090, -0.070153]],
  "atomic_forces_ev_per_a": [[-1.3602, 2.9750, -2.8060], [3.3693, 4.1431, 2.4186], [-0.9877, -3.6373, -1.0360], [2.4875, -0.0768, 0.7621], [1.8847, -1.0160, -0.0917], [-4.1684, -1.6360, -0.6742], [0.2686, 0.1787, 0.1333], [-0.8834, 0.2018, 1.9428], [0.9768, 0.5683, -0.5859], [-0.7940, -2.8483, 0.0963], [-0.7932, 1.1478, -0.1595]]
}

# 3
{
  "formula": "C36H36I2N6O3RuS2",
  "method": "the ωB97M-V functional and the def2-TZVPD basis",
  "lumo_energy_ev": [-3.018, -3.818],
  "s2": 0.756,
  "charge": 1,
  "gap_ev": [7.046, 6.349],
  "multiplicity": 2,
  "e_tot_ev": -93451.7886,
  "symbols": ["Ru", "C", "C", "C", "C", "C", "C", "C", "N", "C", "C", "C", "C", "C", "C", "C", "N", "C", "C", "C", "C", "H", "H", "H", "H", "H", "H", "H", "H", "H", "H", "H", "H", "H", "H", "H", "H", "H", "H", "H", "H", "H", "H", "H", "H", "I", "C", "C", "C", "I", "C", "C", "C", "C", "N", "C", "C", "O", "H", "H", "H", "H", "N", "C", "C", "C", "C", "C", "C", "S", "O", "O", "N", "C", "S", "C", "C", "N", "H", "H", "H", "H", "H", "H", "H", "H"],
  "positions_angstrom": [[-0.505181, -0.675867, -0.353582], [6.210045, 0.610362, -2.331656], [5.620802, 0.863698, -0.944870], [6.419062, 0.054065, 0.087611], [5.732248, 2.361974, -0.626114], [4.157251, 0.451705, -0.866161], [3.456083, -0.083374, -1.938518], [2.125405, -0.435208, -1.793078], [1.478250, -0.285168, -0.638532], [2.125929, 0.250425, 0.416873], [3.451172, 0.617716, 0.328272], [1.289729, 0.430329, 1.627597], [1.764767, 0.927836, 2.823392], [0.914354, 1.100080, 3.916029], [-0.416967, 0.743229, 3.735315], [-0.836884, 0.247257, 2.516599], [-0.009841, 0.085173, 1.485185], [1.458837, 1.662608, 5.221580], [2.040735, 3.058705, 4.952872], [2.565158, 0.731496, 5.739151], [0.372799, 1.779683, 6.290187], [7.255071, 0.920136, -2.339010], [5.691801, 1.182152, -3.103287], [6.178508, -0.447290, -2.599288], [7.470648, 0.339859, 0.043123], [6.348684, -1.016186, -0.113417], [6.069934, 0.233626, 1.105584], [6.776117, 2.671788, -0.687750], [5.377019, 2.594017, 0.378994], [5.157530, 2.957976, -1.336749], [3.920563, -0.230373, -2.901495], [1.545821, -0.830338, -2.619160], [3.945100, 1.049676, 1.186030], [2.808619, 1.189223, 2.911895], [-1.141455, 0.851339, 4.527829], [-1.867192, -0.034145, 2.346010], [2.861735, 3.027902, 4.235375], [2.428835, 3.477037, 5.882154], [1.276548, 3.735636, 4.567749], [3.392785, 0.648353, 5.033388], [2.177900, -0.270589, 5.930956], [2.965693, 1.125148, 6.673918], [-0.427772, 2.455265, 5.983533], [0.810713, 2.183504, 7.202830], [-0.061611, 0.809073, 6.536715], [-1.552224, 3.940675, -2.364162], [-2.813613, 2.462661, -1.643942], [-4.212072, 2.628170, -1.718350], [-5.071847, 1.660737, -1.278228], [-7.121652, 2.019223, -1.408734], [-4.566973, 0.447231, -0.740885], [-5.340308, -0.659265, -0.322589], [-4.724768, -1.775317, 0.171189], [-3.323778, -1.812201, 0.262745], [-2.577069, -0.802816, -0.121561], [-3.170694, 0.317056, -0.637616], [-2.272351, 1.327043, -1.089352], [-0.970566, 1.126712, -0.938105], [-4.601944, 3.546729, -2.135566], [-6.418155, -0.617688, -0.408154], [-5.298152, -2.633662, 0.490334], [-2.803703, -2.681411, 0.646581], [-6.842150, -0.684655, -3.980190], [-5.498103, -0.991538, -3.943272], [-4.531372, -0.000968, -4.155397], [-3.186329, -0.301613, -4.055417], [-2.794217, -1.599732, -3.747016], [-3.743242, -2.598060, -3.551564], [-5.083803, -2.295823, -3.644420], [-1.102943, -2.000972, -3.590295], [-0.329732, -0.936571, -4.164104], [-0.907797, -3.366428, -4.004321], [-0.830024, -1.977726, -1.981651], [-0.374822, -3.035636, -1.287553], [0.080442, -4.645247, -1.680650], [0.625123, -4.854915, -0.043902], [0.470613, -3.730540, 0.678037], [-0.127336, -2.702254, -0.018749], [-7.100005, 0.176922, -4.432867], [-7.476161, -1.444594, -4.165004], [-4.844024, 1.004279, -4.410386], [-2.435778, 0.457150, -4.236387], [-3.422897, -3.611098, -3.344278], [-5.825239, -3.072433, -3.500152], [1.014560, -5.803404, 0.285033], [0.729769, -3.597532, 1.716838]],
  "atomic_forces_ev_per_a": [[-0.5425, 0.0849, 0.3279], [0.0034, 0.0005, 0.0000], [-0.0023, -0.0002, 0.0034], [0.0002, 0.0005, 0.0008], [-0.0008, 0.0016, -0.0020], [-0.0029, -0.0120, 0.0152], [0.0060, 0.0090, 0.0022], [-0.0316, -0.0156, 0.0182], [0.1278, 0.0184, -0.0185], [-0.0654, -0.0105, 0.0044], [0.0108, -0.0057, -0.0187], [0.0280, -0.0142, -0.0336], [-0.0141, -0.0120, 0.0159], [0.0266, 0.0186, 0.0099], [-0.0223, 0.0096, -0.0061], [-0.0137, -0.0291, -0.0036], [0.2911, 0.1085, -0.0333], [-0.0092, -0.0007, -0.0008], [-0.0010, -0.0015, -0.0061], [0.0032, -0.0037, -0.0021], [-0.0027, -0.0031, -0.0001], [0.0002, -0.0002, -0.0008], [0.0017, 0.0010, -0.0006], [-0.0024, 0.0009, 0.0006], [-0.0006, -0.0002, -0.0012], [-0.0004, -0.0001, -0.0007], [-0.0003, 0.0012, 0.0008], [-0.0004, 0.0008, 0.0009], [0.0001, 0.0002, -0.0010], [0.0012, 0.0000, 0.0000], [0.0008, 0.0029, 0.0007], [0.0193, 0.0091, 0.0046], [0.0009, -0.0002, 0.0013], [0.0045, 0.0047, -0.0107], [-0.0063, -0.0061, -0.0066], [-0.0156, 0.0060, 0.0047], [-0.0003, 0.0008, -0.0001], [-0.0005, -0.0012, 0.0007], [0.0011, -0.0001, 0.0004], [-0.0007, 0.0008, 0.0012], [0.0000, 0.0003, 0.0001], [-0.0004, 0.0005, -0.0001], [0.0015, -0.0010, -0.0001], [-0.0006, 0.0014, 0.0003], [0.0006, -0.0001, -0.0012], [0.0020, -0.0007, -0.0055], [-0.0389, 0.0282, 0.0210], [0.0520, 0.0207, 0.0034], [-0.0436, -0.0328, -0.0086], [0.0024, 0.0183, 0.0238], [-0.0513, -0.0171, -0.0006], [0.0274, 0.0333, 0.0070], [0.0367, -0.0122, 0.0432], [-0.0678, -0.0219, 0.0236], [-0.0147, 0.0734, -0.1295], [0.0505, -0.0042, -0.0239], [0.0121, -0.0615, 0.0225], [-0.0150, 0.0034, -0.0698], [0.0035, 0.0010, 0.0008], [-0.0024, 0.0167, 0.0002], [0.0078, -0.0066, -0.0051], [-0.0036, -0.0065, -0.0149], [0.0481, -0.0441, -0.0562], [-0.0414, 0.0503, -0.0211], [0.0099, -0.0308, 0.0006], [-0.0168, -0.0253, -0.0085], [-0.0101, 0.0723, 0.0279], [0.0131, 0.0053, 0.0256], [-0.0016, -0.0209, 0.0049], [0.0254, -0.0061, -0.0640], [-0.0137, -0.0426, -0.0078], [0.0450, 0.0526, -0.0080], [0.0781, -0.1055, -0.1243], [0.0756, 0.1063, 0.1468], [-0.0635, -0.0331, -0.0732], [0.0348, -0.0437, -0.0026], [-0.0957, 0.0427, 0.0357], [0.1407, -0.1994, -0.0881], [-0.0012, -0.0042, 0.0219], [0.0031, 0.0121, 0.0118], [0.0001, 0.0081, 0.0059], [0.0061, -0.0015, 0.0097], [0.0027, -0.0065, -0.0029], [-0.0053, 0.0048, 0.0049], [0.0104, 0.0111, 0.0075], [0.0078, 0.0023, -0.0006]]
}

The energy relative to the best compared isomer or geometry (same formula, charge and spin) results, record by record, are as follows: 30.16 255.25 0.00 kJ/mol.